C35H29F4N9O2S6Ta | wB97M-V/def2-TZVPD

Structure (XYZ):
```
86
Properties=species:S:1:pos:R:3:forces:R:3
Ta -0.410 0.141 -1.472 -2.411 -0.644 -1.311
C -3.300 -0.078 -3.807 -0.035 -0.075 -0.081
C -3.440 1.430 -3.841 -0.028 -0.018 0.037
S -1.964 2.230 -3.171 0.368 -0.061 -0.170
C -2.658 3.515 -2.115 0.052 0.042 0.064
C -3.483 3.002 -0.950 -0.075 -0.005 -0.005
S -2.626 1.691 -0.042 0.125 0.091 0.116
C -3.910 0.439 0.114 -0.004 0.001 0.006
C -4.332 -0.159 -1.210 -0.041 -0.126 0.045
S -2.923 -0.793 -2.182 0.007 0.110 0.286
H -2.484 -0.400 -4.448 -0.041 -0.046 -0.066
H -4.203 -0.570 -4.173 -0.024 0.016 0.052
H -4.313 1.785 -3.298 -0.014 -0.018 -0.005
H -3.564 1.742 -4.879 0.031 0.031 0.009
H -3.246 4.189 -2.738 0.019 0.010 -0.008
H -1.788 4.075 -1.767 -0.002 0.006 -0.001
H -4.458 2.633 -1.267 0.006 0.008 -0.031
H -3.660 3.816 -0.248 -0.039 -0.007 -0.001
H -4.766 0.857 0.646 0.002 0.045 -0.029
H -3.484 -0.326 0.759 -0.098 0.029 0.053
H -4.875 0.544 -1.835 -0.016 0.039 0.043
H -4.993 -1.008 -1.029 0.030 -0.030 -0.063
C 1.860 -5.100 -0.116 0.015 -0.025 0.001
C 0.396 -4.741 0.072 0.062 0.009 -0.039
N -0.241 -4.254 -1.159 -0.104 0.012 -0.049
C -0.160 -3.039 -1.681 0.081 -0.091 -0.043
S 0.769 -1.811 -0.788 0.947 0.112 0.145
N -0.712 -2.736 -2.817 -0.058 0.166 0.194
N -0.428 -1.421 -3.128 0.053 -0.156 -0.409
C -0.204 -1.177 -4.375 0.270 0.082 0.090
C -0.352 -2.173 -5.468 -0.049 -0.029 0.049
C 0.382 0.144 -4.617 -0.210 -0.004 0.045
C 0.754 0.551 -5.881 -0.021 -0.021 0.032
C 1.453 1.743 -6.037 0.016 0.008 0.000
C 1.747 2.467 -4.904 -0.002 0.035 -0.034
C 1.307 2.009 -3.671 0.026 -0.170 0.075
N 0.622 0.869 -3.494 0.561 0.290 -0.129
H 2.274 -5.462 0.825 0.005 0.007 -0.009
H 1.978 -5.890 -0.857 -0.015 -0.002 -0.007
H 2.449 -4.240 -0.439 -0.007 0.011 0.025
H -0.180 -5.612 0.379 0.000 0.007 0.028
H 0.265 -3.981 0.844 0.010 -0.001 -0.004
H -0.715 -4.931 -1.743 -0.004 -0.010 0.013
H -0.894 -3.048 -5.129 -0.001 -0.002 0.008
H -0.865 -1.728 -6.321 0.024 0.011 -0.013
H 0.639 -2.486 -5.807 0.000 0.000 -0.014
H 0.528 -0.069 -6.736 0.001 -0.005 0.000
H 1.771 2.073 -7.017 -0.003 0.004 0.002
H 2.317 3.385 -4.949 -0.009 0.005 0.007
H 1.527 2.588 -2.790 0.036 -0.022 0.020
O 5.130 2.044 1.005 0.042 -0.013 -0.019
S 3.941 1.524 1.572 -0.055 0.009 -0.060
O 3.931 0.348 2.382 -0.009 -0.137 0.023
N 2.823 1.269 0.285 -0.075 -0.125 0.067
C 1.823 2.016 0.477 -0.094 0.023 -0.204
S 0.485 2.160 -0.725 0.354 0.640 0.661
C 1.770 2.902 1.662 0.101 -0.109 -0.040
C 0.773 3.742 2.125 -0.004 0.041 -0.022
C 1.006 4.435 3.308 0.020 0.008 -0.002
C 2.206 4.291 3.998 -0.008 0.009 0.015
C 3.210 3.444 3.533 0.012 0.032 -0.069
C 2.961 2.764 2.361 -0.090 0.005 0.190
H -0.156 3.866 1.585 -0.011 -0.019 0.010
H 0.249 5.103 3.696 -0.007 0.001 -0.002
H 2.362 4.844 4.914 0.006 0.023 -0.012
H 4.146 3.338 4.064 -0.006 -0.018 0.010
F 1.467 -1.114 2.101 0.097 -0.295 -0.470
C 1.262 -1.309 3.396 0.007 0.155 0.238
C 2.214 -1.880 4.167 -0.070 -0.143 0.098
F 3.290 -2.371 3.612 0.077 0.142 -0.088
C 2.043 -2.002 5.603 -0.107 0.178 -0.091
C 0.804 -1.453 6.125 0.116 -0.092 0.015
C -0.145 -0.914 5.323 -0.017 0.077 -0.119
F -1.263 -0.457 5.857 -0.068 0.010 0.005
C 0.016 -0.855 3.906 0.008 -0.193 0.322
C -0.990 -0.385 3.055 -0.380 -0.128 -0.138
C -0.961 -0.479 1.663 0.320 0.912 -0.085
N -1.050 -0.329 0.510 0.372 -0.581 0.747
C -2.213 0.243 3.466 0.075 0.070 0.076
N -3.206 0.796 3.637 -0.034 -0.048 -0.041
F 0.588 -1.498 7.412 -0.025 -0.003 0.037
C 2.994 -2.566 6.410 0.035 -0.052 0.022
C 2.837 -2.725 7.821 -0.004 -0.011 0.001
N 2.759 -2.910 8.953 0.020 0.024 -0.014
C 4.238 -3.071 5.919 -0.024 -0.018 0.007
N 5.251 -3.496 5.579 -0.005 0.006 0.010
```
Positions in Å, forces in eV/Å.

Its electronic energy is -131675.855 eV. The maximum force comes out at 2.8 eV/A. As for the charge: +3. For the LUMO energy, the calculation gives -10.61 eV.